No. 1
ORCA calculation (ωB97M-V/def2-TZVPD) on 6 unconnected molecules or ions with the total composition C27H52O13S5 in a non-equilibrium geometry.

Strongest force on any atom, eV/A: 8.3
HOMO, eV: -9.3
Gap between HOMO and LUMO, eV: 9.60
Calculated total energy, eV: -109629.6324
SMILES: CCCO[C@@H]1CCOC1=O.O=S1(=O)CCCC1.O=S1(=O)CCCC1.O=S1(=O)CCCC1.O=S1(=O)CCCC1.O=S1(=O)CCCC1

Structure (XYZ):
```
97
C27H52O13S5 | OMol25 | ωB97M-V/def2-TZVPD
S -4.393 1.359 -0.879
S 8.696 1.339 -0.232
S 4.963 -3.206 3.644
S -5.450 -0.135 5.125
S -3.997 2.363 -5.608
O 4.403 -1.946 4.090
O -5.101 2.981 -4.903
O 2.381 -3.087 0.024
O 9.342 2.096 0.820
O -4.775 0.558 0.267
O -3.009 1.612 -1.221
O 6.161 -3.278 2.834
O 7.366 1.658 -0.711
O 4.079 -1.451 -0.394
O -4.221 -0.892 5.012
O -5.573 1.020 5.992
O -3.516 1.035 -5.283
O 0.606 -0.114 -0.368
C 1.827 -0.439 0.386
C -3.750 3.778 -7.791
C -6.848 -0.853 3.037
C 2.904 0.659 -0.224
C -5.987 0.317 3.487
C -1.745 0.207 2.584
C -1.405 0.513 1.008
C -5.235 0.746 -2.331
C 3.864 -5.563 3.387
C -0.601 -0.699 0.237
C 4.354 -0.057 0.077
C -2.403 3.895 -7.079
C 3.683 -4.153 2.845
C 8.769 -0.396 0.189
C -5.249 2.919 -0.799
C -6.787 -1.270 5.465
C -4.331 2.440 -7.357
C -7.706 -1.224 4.245
C 4.126 -5.401 4.884
C 9.802 1.251 -1.626
C 5.163 -4.290 5.050
C -5.732 3.156 -2.222
C 2.689 -1.788 0.033
C 9.662 -1.053 -0.863
C -2.621 3.502 -5.619
C 10.640 0.009 -1.362
C -6.264 1.809 -2.709
H 5.001 -3.724 5.971
H -1.296 -1.044 -0.669
H 10.183 -1.922 -0.451
H -8.217 -2.181 4.100
H -5.404 2.360 -7.536
H 3.195 -5.115 5.388
H -4.492 0.609 -3.121
H -7.308 -0.956 6.373
H -1.990 4.906 -7.158
H 4.472 -6.335 5.338
H 6.181 -4.688 5.030
H -0.736 1.494 0.889
H -2.431 0.764 0.454
H -5.121 0.487 2.844
H 2.757 1.799 0.035
H -8.478 -0.459 4.393
H 10.396 2.164 -1.690
H -7.218 1.593 -2.211
H 2.779 0.468 -1.395
H -7.459 -0.592 2.169
H -3.641 3.834 -8.878
H -6.450 1.813 -3.787
H -1.739 3.010 -5.199
H -4.894 3.473 -2.855
H -6.092 2.804 -0.111
H 9.199 -0.484 1.190
H 11.169 -0.318 -2.263
H -4.409 4.595 -7.473
H -0.357 -1.629 0.943
H -2.472 1.023 3.017
H -0.744 0.284 3.216
H 7.760 -0.815 0.179
H -2.163 -0.878 2.780
H 3.794 -4.092 1.761
H -5.711 -0.210 -2.098
H 4.729 -6.041 2.910
H 4.529 -0.250 1.242
H -1.684 3.209 -7.542
H -3.805 1.609 -7.835
H 2.985 -6.184 3.194
H -2.891 4.367 -5.007
H -6.359 -2.266 5.606
H 2.718 -3.735 3.149
H 11.387 0.217 -0.587
H -6.579 1.233 3.571
H 9.047 -1.405 -1.700
H 9.195 1.132 -2.528
H 1.873 -0.275 1.543
H -6.500 3.935 -2.262
H 5.294 0.494 -0.393
H -6.212 -1.703 2.761
H -4.574 3.698 -0.439
```

Mulliken atomic charge list, values in e, 6 entries:
1. S 1.340
2. S 1.114
3. S 1.232
4. S 1.182
5. S 1.354
6. O -0.702


No. 2
ORCA calculation (ωB97M-V/def2-TZVPD) on a molecular structure, C7H10N2O in a non-equilibrium geometry.

Strongest force on any atom, eV/A: 2.2
HOMO, eV: -8.9
Gap between HOMO and LUMO, eV: 9.74
Calculated total energy, eV: -12445.6638
Energy above the lowest of the compared OMol25 structures with the same formula, charge and spin, kcal/mol: 87.27

Structure (XYZ):
```
20
C7H10N2O | OMol25 | ωB97M-V/def2-TZVPD
O 3.125 0.939 0.527
N 0.445 1.619 -0.101
N 2.968 -1.223 -0.077
C -0.028 -0.312 -1.063
C -2.671 -0.480 0.355
C -1.348 0.224 0.593
C 2.421 -0.074 0.013
C -0.132 -0.674 0.394
C -0.804 0.992 -0.636
C 0.987 0.254 -0.111
H 3.498 0.604 1.380
H 0.893 2.127 -0.863
H -2.892 -1.182 1.171
H -1.379 0.821 1.518
H -3.493 0.248 0.300
H -2.654 -1.050 -0.587
H -1.450 1.616 -1.263
H 0.107 -1.625 0.872
H 0.082 -0.902 -1.972
H 2.324 -1.920 -0.449
```

Mulliken atomic charge list, values in e, 6 entries:
1. O -0.479
2. N -0.709
3. N -0.752
4. C -0.667
5. C -1.457
6. C 0.227


No. 3
ORCA calculation (ωB97M-V/def2-TZVPD) on a single C22H22N4O5S2 molecule in a non-equilibrium geometry.

Strongest force on any atom, eV/A: 1.7
HOMO, eV: -8.7
Gap between HOMO and LUMO, eV: 8.10
Calculated total energy, eV: -61039.2358
SMILES: CC(=O)c1cccc(NC(=O)CSc2nnc(-c3ccc(S(=O)(=O)N4CCCC4)cc3)o2)c1
Energy above the lowest of the compared OMol25 structures with the same formula, charge and spin, kcal/mol: 19.41

Structure (XYZ):
```
55
C22H22N4O5S2 | OMol25 | ωB97M-V/def2-TZVPD
S -1.978 -5.014 2.890
S 3.683 0.790 -2.012
O 3.770 4.310 -2.264
O 1.971 -0.773 -0.714
O 2.493 8.357 -0.687
O -1.027 -5.408 3.884
O -3.254 -4.507 3.290
N 1.648 3.498 -1.988
N -2.265 -6.352 1.941
N 0.959 0.782 -1.890
N 0.015 0.054 -1.273
C 1.578 5.741 -0.997
C 0.890 6.686 -0.237
C 0.002 -1.868 0.254
C 2.112 0.277 -1.542
C 1.015 4.496 -1.241
C -0.935 5.143 0.011
C 2.932 3.454 -2.414
C -1.194 -3.766 1.849
C -3.194 -6.180 0.847
C -0.947 -6.503 -0.042
C -2.335 -5.944 -0.409
C 0.616 -0.863 -0.579
C 0.185 -3.731 1.757
C -0.251 4.202 -0.734
C -1.985 -2.856 1.169
C 1.551 8.002 -0.017
C -0.372 6.381 0.269
C 0.990 8.868 1.086
C 0.791 -2.781 0.956
C 3.252 2.150 -3.156
C -1.390 -1.903 0.366
C -1.104 -7.020 1.400
H 1.655 9.712 1.251
H -2.762 -6.454 -1.271
H 2.553 5.993 -1.382
H -1.299 -8.097 1.405
H -1.974 -1.177 -0.176
H -3.871 -5.362 1.085
H 0.765 -4.434 2.333
H 1.091 2.653 -2.121
H -0.249 -6.818 2.042
H 0.883 8.297 2.005
H -0.925 7.103 0.847
H -0.645 -7.307 -0.711
H 0.013 9.245 0.792
H 2.426 1.811 -3.778
H -2.273 -4.881 -0.641
H -0.691 3.234 -0.929
H -1.916 4.908 0.396
H 1.866 -2.734 0.874
H -3.054 -2.895 1.299
H 4.151 2.300 -3.751
H -0.191 -5.720 -0.092
H -3.777 -7.101 0.749
```

Mulliken atomic charge list, values in e, 6 entries:
1. S 1.254
2. S -0.121
3. O -0.620
4. O -0.320
5. O -0.563
6. O -0.716


No. 4
ORCA calculation (ωB97M-V/def2-TZVPD) on 2 unconnected molecules or ions with the total composition C7H9F3Si in a non-equilibrium geometry.

Strongest force on any atom, eV/A: 5.6
HOMO, eV: -10.2
Gap between HOMO and LUMO, eV: 10.55
Calculated total energy, eV: -23431.4990
Energy above the lowest of the compared OMol25 structures with the same formula, charge and spin, kcal/mol: 6.23

Structure (XYZ):
```
20
C7H9F3Si | OMol25 | ωB97M-V/def2-TZVPD
Si 0.363 0.134 0.034
F -2.501 -1.633 -2.589
F -2.252 -3.236 -1.405
F -0.045 -0.839 -1.264
C -0.866 0.063 1.469
C 0.752 1.841 -0.667
C 1.886 -0.941 0.640
C 2.130 -2.155 0.328
C -2.422 -1.935 -1.307
C -1.550 1.090 2.059
C 0.269 2.853 -1.354
H 1.912 1.839 -0.574
H 2.480 -0.631 1.483
H -0.874 3.079 -1.588
H 2.795 -2.813 0.906
H 0.884 3.554 -1.810
H -1.021 -0.928 1.859
H -2.250 1.051 2.773
H 1.751 -2.469 -0.622
H -1.440 2.076 1.630
```

Mulliken atomic charge list, values in e, 6 entries:
1. Si 0.833
2. F -0.120
3. F -0.138
4. F -0.348
5. C -0.244
6. C -0.346


No. 5
ORCA calculation (ωB97M-V/def2-TZVPD) on a molecular structure, C29H38NO2P2SiZn in a non-equilibrium geometry.

Strongest force on any atom, eV/A: 7.3
HOMO (spin up / spin down), eV: -8.6 / -8.6
Gap between HOMO and LUMO (spin up / spin down), eV: 3.59 / 3.59
Calculated total energy, eV: -111137.2482
Net charge: +1

Structure (XYZ):
```
74
C29H38NO2P2SiZn | OMol25 | ωB97M-V/def2-TZVPD
Zn 0.038 0.030 0.178
P 1.958 -0.227 1.642
P -1.252 0.258 -1.770
Si -1.498 0.990 1.885
O -0.312 -2.472 0.346
O -0.296 -3.861 -3.746
N 1.628 0.560 -1.140
C 0.937 4.903 2.755
C -0.325 3.479 1.254
C -1.577 -1.254 5.386
C 2.106 0.052 3.429
C 3.697 1.108 -2.904
C -3.678 2.636 2.576
C -5.428 1.673 0.618
C -1.879 -2.559 4.945
C 0.112 2.758 3.523
C -2.203 -2.799 3.638
C 0.805 3.948 3.765
C -1.697 -0.378 3.118
C 2.967 1.095 0.844
C -2.308 -1.677 2.641
C -3.237 1.657 1.670
C -4.989 3.121 2.508
C -2.370 -1.105 -2.223
C 3.865 1.282 -1.531
C 3.004 -1.693 1.334
C 0.074 0.221 -2.939
C -0.470 2.514 2.271
C -2.146 1.825 -2.043
C 2.810 0.984 -0.671
C 1.386 0.478 -2.502
C 2.470 0.699 -3.395
C -5.860 2.652 1.518
C -4.132 1.152 0.713
C 0.374 4.665 1.497
C -1.522 -0.187 4.475
H 1.260 -0.432 3.932
H 2.598 2.070 1.208
H -2.996 3.020 3.339
H 2.833 -2.083 0.322
H -2.769 2.074 -1.176
H 2.085 1.124 3.662
H 4.020 0.982 1.136
H -5.324 3.867 3.229
H 1.238 4.122 4.752
H -0.671 -4.549 -4.239
H 0.318 -4.321 -3.119
H 2.267 0.569 -4.454
H -2.779 1.719 -2.937
H -6.101 1.305 -0.159
H 3.047 -0.384 3.794
H 0.470 5.406 0.702
H -1.367 -1.068 6.439
H -3.004 -1.356 -1.361
H -1.776 -1.982 -2.518
H 4.063 -1.416 1.440
H -6.875 3.048 1.452
H 2.756 -2.477 2.065
H -3.000 -0.779 -3.064
H 0.092 -2.768 1.118
H -0.771 3.304 0.271
H 4.526 1.296 -3.583
H -1.845 -1.994 1.690
H 0.516 -1.279 0.245
H -1.409 2.622 -2.209
H 1.477 5.832 2.947
H -0.092 0.077 -4.010
H -3.809 0.357 0.033
H -2.455 -3.798 3.276
H -1.338 0.814 4.873
H 0.032 2.014 4.316
H -3.379 -1.488 2.415
H -1.857 -3.373 5.675
H 4.805 1.616 -1.090
```

Mulliken atomic charge list, values in e, 6 entries:
1. Zn 0.724
2. P 0.389
3. P 1.064
4. Si -0.421
5. O -0.780
6. O -0.600


Q: Which value of calculated total energy does entry 4 give?
A: -23431.4990 eV